No. 1
The following is a DFT calculation (wB97M-V/def2-TZVPD) of 5 unconnected molecules or ions with the total composition C21H33Cl16NO10PS in a non-equilibrium geometry.

XYZ file:
```
83
C21H33Cl16NO10PS, DFT wB97M-V/def2-TZVPD
Cl -5.1453 3.4457 -1.2772
Cl -6.8921 1.1779 -1.6422
Cl 5.3759 -4.6859 2.0864
Cl -4.2913 3.1476 2.7345
Cl 3.7769 -2.4335 1.2495
Cl -2.1318 -1.8148 7.3086
Cl -0.5402 -3.7025 5.8219
Cl -1.3940 -1.2453 4.5789
Cl -4.9319 1.8444 -3.6514
Cl -1.8490 4.5551 3.3058
Cl 6.4819 -2.7145 0.2903
Cl 6.0067 -2.0242 3.0234
Cl -7.2378 3.5369 -3.2603
Cl -4.3397 6.0088 3.1131
Cl -3.1214 4.8893 0.7517
Cl -3.3048 -3.3353 5.1582
S 0.9278 1.0877 0.6205
P 0.8636 -1.0082 -2.3199
O 0.0759 -0.1931 0.1609
O -3.1225 0.4657 -0.7192
O -0.7926 3.2099 -3.6071
O 2.1175 0.6053 1.2720
O 5.4293 1.5071 -1.2378
O -2.1699 -4.8084 0.9360
O -3.8735 -2.1309 0.4795
O 1.4836 3.1874 -3.3501
O 0.0476 1.8968 1.4285
O 3.3310 3.3842 -1.0013
N 1.4452 -0.1647 -3.4929
C -2.2170 1.5315 -0.9668
C -6.0459 2.4992 -2.4574
C -1.8412 -2.5176 5.7121
C 4.4666 3.4073 -0.1880
C 4.9506 0.2038 -1.4739
C -3.3962 4.6524 2.4743
C -0.9357 1.1243 -1.6906
C 4.7415 -0.0241 -2.9518
C -0.3924 -0.2039 -1.2163
C 0.2852 2.9501 -3.0321
C -4.3844 -0.8600 0.8080
C -3.1250 -2.6958 1.5468
C 1.3341 2.0053 -0.8743
C -3.3967 0.2623 0.6485
C 5.4020 -2.9656 1.6597
C 2.0738 3.2764 -0.3996
C -1.8981 -3.4162 1.0340
C -1.0101 -5.5888 0.8439
C 5.0649 2.0381 0.0187
C 0.0420 2.3032 -1.6315
C -0.0552 -5.1986 -0.2780
H -2.0005 2.0838 -0.0563
H -2.7964 -1.9000 2.2111
H 1.4611 4.1175 -0.7151
H 5.6556 0.1503 -3.5145
H -1.6841 -3.0179 0.0427
H 0.6139 -6.0252 -0.4981
H 5.2089 4.0173 -0.7013
H 3.9881 0.6629 -3.3299
H -5.2370 -0.6790 0.1580
H -0.5905 -4.9028 -1.1752
H -4.7472 -0.8418 1.8402
H 5.9504 2.1360 0.6560
H -3.7706 1.1824 1.1005
H -2.4770 0.0092 1.1892
H 0.5776 -4.3637 0.0174
H 4.3851 -1.0355 -3.1307
H -1.3101 -6.6234 0.7017
H 5.6606 -0.5212 -1.0673
H -1.2252 -0.9070 -1.2329
H 4.2930 3.8729 0.7869
H -0.4605 -5.5632 1.7930
H 2.1364 3.3130 0.6884
H 1.2508 -0.5498 -4.4045
H -2.7068 2.2168 -1.6554
H -0.4618 3.0898 -1.0673
H 2.0161 1.4226 -1.4924
H -1.0476 -3.2611 1.7008
H -3.7618 -3.3826 2.1025
H 1.8587 -1.4125 -1.4016
H 0.1957 -2.1771 -2.7394
H 4.3669 1.3874 0.5468
H 3.9962 0.0398 -0.9668
H -1.2258 0.9904 -2.7324
```

The electronic energy comes out at -9729.65431 Ha. As for the total charge: -1. The calculation puts the HOMO-LUMO gap at 6.56 eV.

No. 2
The following is a DFT calculation (wB97M-V/def2-TZVPD) of a molecular structure, C21H33ClFeN4PS8 in a non-equilibrium geometry.

XYZ file:
```
69
C21H33ClFeN4PS8, DFT wB97M-V/def2-TZVPD
Fe 0.4119 2.6707 0.7346
Cl 0.1716 4.8028 -0.0911
S 0.2986 1.0962 2.8589
S 0.0187 1.5612 -2.2958
S 4.9064 3.8622 3.0817
S 2.5852 1.6414 0.2033
S 7.6999 2.9460 2.5925
S 1.9748 3.9455 2.6650
S -2.0415 2.2500 0.8576
S 5.3880 1.9712 1.0009
P 0.7097 -1.7655 0.2711
N -2.5984 1.1821 -2.4439
N -1.9894 0.3802 5.6729
N -1.8747 3.2907 -3.0299
N -4.8146 1.7289 3.2216
C 3.4560 -1.9025 -0.1993
C -3.8836 1.3878 -3.0627
C 3.4581 3.3524 2.2142
C -2.4402 -0.1034 -1.7996
C -0.3745 -2.3105 1.6967
C -1.7479 -1.6546 1.5441
C 0.3931 -3.0868 -1.0299
C -3.7050 1.7173 2.9136
C -2.3402 1.7054 2.4786
C -0.5810 -3.7973 1.9817
C -0.8053 4.1132 -3.5646
C 2.7612 -3.2121 1.8294
C -1.7240 0.7705 4.6217
C 3.7050 2.4106 1.1967
C 2.4362 -2.0195 0.9328
C 6.0782 2.9308 2.2501
C -2.8679 4.0706 -2.2956
C -1.5581 2.0308 -2.5839
C 1.0000 -4.4855 -0.9124
C -1.3632 1.2340 3.3118
C 0.7289 -2.5158 -2.4116
H 0.7473 -4.9900 0.0139
H -2.3294 -2.1687 0.7736
H -2.3532 4.7612 -1.6222
H -0.1908 3.5216 -4.2411
H 0.2689 -3.1168 -3.2008
H 2.6354 -4.1643 1.3161
H -1.6699 -0.6039 1.2720
H -2.3763 -0.9028 -2.5478
H 0.3898 -1.4850 -2.5158
H 0.1104 -1.8453 2.5635
H -3.4959 4.6317 -2.9942
H 1.8066 -2.5278 -2.5785
H -1.5370 -0.1027 -1.1947
H -0.1722 4.5194 -2.7704
H -1.1129 -4.2790 1.1596
H 2.5337 -1.1156 1.5509
H 0.6515 -5.1125 -1.7396
H -3.2993 -0.2779 -1.1508
H -1.2048 -3.9095 2.8726
H -4.1412 0.4964 -3.6450
H -1.2712 4.9298 -4.1191
H 3.4978 -2.8193 -0.7870
H -4.6656 1.5423 -2.3125
H 2.1437 -3.2220 2.7266
H -3.8484 2.2493 -3.7252
H 4.4528 -1.7267 0.2078
H 3.8033 -3.1494 2.1540
H -0.7012 -3.1821 -0.9818
H -3.4850 3.4268 -1.6778
H 2.0855 -4.4399 -0.9853
H -2.3096 -1.7193 2.4787
H 0.3415 -4.3425 2.1554
H 3.2234 -1.0745 -0.8667
```

The electronic energy comes out at -6289.94513 Ha. As for the total charge: -2. The calculation puts the HOMO-LUMO gap (alpha / beta) at 5.68 / 4.94 eV. The spin multiplicity is 6. The calculation puts the energy above the lowest of the compared OMol25 structures with the same formula, charge and spin at 0.0 kJ/mol.

No. 3
The following is a DFT calculation (wB97M-V/def2-TZVPD) of C21H33N3O4 in the gas phase.

XYZ file:
```
61
C21H33N3O4, DFT wB97M-V/def2-TZVPD
O -3.0478 -2.9103 1.3453
O 0.2897 0.2714 -1.0929
O 0.8073 -1.4572 -2.4181
O -3.5503 -3.6396 -1.8265
N -2.0489 0.0459 0.5307
N 0.3407 0.5550 3.0823
N -2.7091 -0.6689 -2.6883
C -2.4815 -1.0216 -0.1619
C -1.4317 -1.8316 -4.4127
C -0.2760 -0.4316 2.2155
C -2.9418 -2.3513 0.2766
C 1.5330 -2.0896 -1.3590
C -3.1910 -2.6809 -1.1773
C 1.4478 0.0408 3.8644
C 3.1349 1.1279 2.3915
C -2.7376 -1.3213 -1.5078
C 0.3937 4.3031 2.7800
C 2.7186 -0.1889 3.0393
C 1.9755 1.7027 1.5810
C -0.5596 -0.5885 -4.5917
C 0.7043 2.9554 3.4204
C 2.9263 -1.5002 -1.2007
C -0.5413 0.2843 -3.3343
C -2.8229 -1.4465 -3.9073
C -1.7561 -0.0826 1.9443
C 0.6779 1.8035 2.4034
C -1.9898 0.5640 -2.8741
C 0.2294 -0.2950 -2.1608
H -0.0656 1.2466 -3.5562
H -0.1403 2.0125 1.7052
H 1.5800 -3.1420 -1.6444
H -0.9706 -2.5085 -3.6931
H 1.1190 4.5443 2.0062
H 0.9629 -1.9880 -0.4294
H 1.6773 3.0095 3.9086
H -1.4663 0.7173 0.0420
H -0.0425 2.7394 4.1865
H 2.2385 2.6907 1.2001
H 2.8639 -0.4517 -0.9187
H 1.1274 -0.8886 4.3414
H 3.5147 -0.5678 3.6825
H 3.4780 -1.5814 -2.1342
H -3.3417 -0.8329 -4.6510
H 0.4220 5.0920 3.5282
H 0.4573 -0.8837 -4.8527
H -1.9928 1.1422 -1.9498
H -1.5205 -2.3588 -5.3627
H -1.9916 0.8660 2.4324
H -0.5967 4.2955 2.3296
H 3.4298 1.8327 3.1721
H -2.4099 -0.8535 2.3489
H 0.2377 -0.5206 1.2465
H 1.6594 0.7651 4.6555
H -0.9581 0.0128 -5.4130
H 1.7853 1.0613 0.7184
H 2.5225 -0.9365 2.2671
H 4.0009 0.9765 1.7417
H 3.4612 -2.0404 -0.4250
H -2.5007 1.1422 -3.6509
H -0.2209 -1.4019 2.7108
H -3.4138 -2.3390 -3.7042
```

Its SMILES is CCOC(=O)[C@H]1CCCN(c2c(NCCN3CCCC[C@@H]3CC)c(=O)c2=O)C1. The electronic energy comes out at -1285.22688 Ha. The calculation puts the HOMO-LUMO gap at 8.13 eV. The calculation puts the energy above the lowest of the compared OMol25 structures with the same formula, charge and spin at 186.5 kJ/mol.

No. 4
The following is a DFT calculation (wB97M-V/def2-TZVPD) of a molecular structure, C21H34BeCl3FLi3N6O4P in a non-equilibrium geometry.

XYZ file:
```
74
C21H34BeCl3FLi3N6O4P, DFT wB97M-V/def2-TZVPD
Cl 7.8713 0.3890 -3.5776
Cl 6.2721 1.8409 -1.6272
Cl 8.5487 0.2522 -0.7502
P 3.4546 0.1440 -0.6577
F 1.2986 -2.0147 0.3591
O 4.2691 -2.6947 -0.0852
O 9.3955 -2.8914 1.1154
O 11.0129 -2.0009 -0.0891
O 9.6455 -3.5838 -0.8020
N -7.4826 3.4660 -2.4666
N -3.7247 2.2297 0.3831
N 3.7676 4.1600 -1.2477
N -4.1504 -2.2432 1.2693
N 4.0538 2.9058 -0.9458
N 2.7213 -0.1373 0.7508
C -4.7740 -4.2628 2.4247
C -7.8549 2.0948 1.0006
C -4.2488 -5.0320 1.3918
C 7.8970 1.2717 -2.0464
C -3.6738 -4.3962 0.2985
C -0.8687 1.7023 -0.8428
C 3.5584 -4.4208 1.2815
C -7.8403 3.8612 -1.4129
C 2.5527 4.7608 -1.7022
C -8.2953 4.3613 -0.0716
C -4.7022 -2.8815 2.3144
C -2.8459 1.0388 0.6975
C -1.9935 0.5843 -0.6171
C 10.0777 -2.7832 0.0590
C 3.0185 1.9502 -1.1085
C -3.6485 -3.0099 0.2871
C 0.3430 1.2255 -1.8045
C 4.7084 -3.8271 0.4430
C 1.5299 2.2908 -1.6095
C 1.3014 3.8205 -1.8976
C -7.5748 3.5933 1.0382
Be 10.0676 -0.1858 1.5253
Li -2.1131 -5.2276 2.5919
Li 1.6603 -0.9936 -2.6107
Li 4.1594 -4.1058 3.4086
H 0.7004 0.1969 -1.4649
H -8.0748 5.4289 0.0049
H 3.4295 -0.3621 1.4689
H -8.9267 1.8938 1.0908
H 2.6764 -4.6394 0.6751
H -9.3779 4.2325 0.0111
H -3.2551 -4.9637 -0.5237
H 5.5794 -3.7816 1.1361
H 8.5459 2.1380 -2.1608
H -5.2282 -4.7250 3.2930
H -2.7698 0.5676 -1.4762
H 3.0636 -0.7677 -1.7046
H 4.8743 -0.0242 -0.4214
H -1.5135 -0.4449 -0.4908
H -7.3441 1.5925 1.8259
H -4.0826 2.1633 -0.5790
H -7.8887 3.9888 2.0086
H 5.0161 -4.6396 -0.2414
H -2.1471 1.4077 1.5395
H -5.1006 -2.2376 3.0915
H 0.3021 4.2397 -2.2360
H 4.5510 4.8362 -1.1209
H -0.3835 1.8945 0.1883
H -3.2122 3.1111 0.5265
H -6.4947 3.7542 0.9591
H -0.0332 1.1494 -2.8922
H 3.2582 -3.7442 2.0917
H -3.2072 -2.4670 -0.5423
H -7.4965 1.6406 0.0731
H -3.5358 0.2056 1.0870
H 2.5096 5.8902 -1.9138
H -1.3533 2.6774 -1.1796
H -4.2871 -6.1171 1.4396
H 3.8833 -5.3709 1.7441
```

The electronic energy comes out at -3308.04287 Ha. As for the total charge: +2. The calculation puts the HOMO-LUMO gap at 3.12 eV.

Q: Which of these has the highest electronic energy?
A: C21H33N3O4